Below is one molecule with the formula C2H5NOS, with properties calculated with wB97M-V/def2-TZVPD.

Results
Charge: 0
Gap between HOMO and LUMO in eV: 9.849
ΔE to the lowest compared entry with this formula, charge and spin in kcal/mol: 41.8
SMILES: CN(S)C=O
E_HOMO in eV: -9.43

Geometry (Å):
C  -0.748  -0.471  -0.872
N  -0.234  0.182  0.289
S  -0.922  0.191  1.745
C  1.069  0.768  0.137
O  1.699  0.757  -0.899
H  -0.642  -1.605  -0.921
H  0.020  -0.223  -1.709
H  -1.738  -0.173  -1.237
H  0.017  -0.789  2.472
H  1.479  1.363  0.995


Below is a 2-piece molecular cluster, C2H5NO4 overall, with properties calculated with wB97M-V/def2-TZVPD.

Results
Charge: 0
Gap between HOMO and LUMO in eV: 10.713
ΔE to the lowest compared entry with this formula, charge and spin in kcal/mol: 80.9
SMILES: O/C=N\O.O=CO
E_HOMO in eV: -10.25

Geometry (Å):
O  -2.141  1.277  -0.103
C  -0.928  0.686  -0.178
N  -0.766  -0.594  0.013
O  -2.035  -1.176  0.269
H  -2.802  0.596  0.279
H  -0.041  1.319  -0.198
H  -1.804  -2.084  0.436
O  1.847  1.318  -0.235
C  2.460  0.312  -0.097
O  1.853  -0.875  -0.054
H  3.555  0.020  -0.097
H  0.803  -0.800  -0.036


Below is a 2-piece molecular cluster, CH3NOS overall, with properties calculated with wB97M-V/def2-TZVPD.

Results
Charge: 0
Gap between HOMO and LUMO in eV: 8.402
ΔE to the lowest compared entry with this formula, charge and spin in kcal/mol: 88.2
E_HOMO in eV: -8.14

Geometry (Å):
C  -0.036  0.124  -0.023
N  1.175  -0.539  0.096
O  -2.572  0.796  0.119
S  -1.670  -0.350  0.229
H  -0.113  1.649  0.015
H  2.098  -0.100  -0.312
H  1.118  -1.581  -0.125


Below is an isolated ion of composition C13H20ClN2O2 and charge +1, with properties calculated with wB97M-V/def2-TZVPD.

Results
Charge: +1
Gap between HOMO and LUMO in eV: 6.720
ΔE to the lowest compared entry with this formula, charge and spin in kcal/mol: 0.3
SMILES: CCN(CC)CCOC(=O)c1ccc([NH3+])cc1Cl
E_HOMO in eV: -10.45

Geometry (Å):
C  -1.637  -1.723  1.729
C  -2.149  -0.311  1.469
N  -2.157  0.024  0.052
C  -2.965  -0.844  -0.791
C  -4.450  -0.942  -0.431
C  -2.353  1.435  -0.209
C  -1.489  1.893  -1.399
O  -0.177  1.335  -1.327
C  0.589  1.695  -0.316
O  0.348  2.557  0.489
C  1.883  0.926  -0.275
C  2.972  1.581  0.294
C  4.206  0.967  0.408
C  4.332  -0.335  -0.049
N  5.645  -1.021  0.063
C  3.268  -1.022  -0.599
C  2.028  -0.393  -0.718
Cl  0.732  -1.290  -1.373
H  -1.462  -1.849  2.795
H  -2.355  -2.474  1.414
H  -0.700  -1.888  1.201
H  -1.471  0.397  1.955
H  -3.141  -0.191  1.930
H  -2.868  -0.477  -1.816
H  -2.523  -1.843  -0.761
H  -4.588  -1.417  0.536
H  -4.913  0.042  -0.403
H  -4.963  -1.539  -1.180
H  -3.395  1.700  -0.436
H  -2.047  2.002  0.671
H  -1.882  1.537  -2.351
H  -1.428  2.985  -1.405
H  2.824  2.588  0.654
H  5.039  1.493  0.845
H  5.909  -1.138  1.052
H  6.382  -0.471  -0.401
H  5.588  -1.949  -0.378
H  3.367  -2.040  -0.941


Below is C10H35HgN4O11 as an isolated structure, with properties calculated with wB97M-V/def2-TZVPD.

Results
Charge: +1
Gap between HOMO and LUMO in eV: 3.534
ΔE to the lowest compared entry with this formula, charge and spin in kcal/mol: 5.3
E_HOMO in eV: -11.94

Geometry (Å):
Hg  -1.837  -3.581  -2.001
C  -0.493  0.083  0.112
C  -0.724  -0.794  -1.125
O  -0.309  -2.116  -1.055
H  0.517  0.481  0.246
H  -0.716  -0.456  1.033
H  -1.024  1.024  -0.042
H  -0.322  -0.152  -1.922
H  -1.790  -0.733  -1.385
C  5.435  -0.479  0.416
C  4.742  0.646  1.215
O  3.340  0.683  1.013
O  6.734  -0.765  0.927
H  5.408  -0.177  -0.636
H  4.955  -1.454  0.497
H  5.206  1.633  1.097
H  4.996  0.505  2.270
H  3.140  0.594  0.077
H  7.133  0.063  1.215
C  -1.019  3.174  -2.922
C  0.381  3.495  -2.347
O  0.120  3.800  -0.958
O  -1.453  1.994  -2.256
H  -1.184  3.162  -3.999
H  -1.651  3.975  -2.526
H  1.057  4.187  -2.831
H  0.821  2.490  -2.324
H  -0.305  2.994  -0.644
H  -2.394  1.898  -2.068
C  -4.673  0.877  0.622
C  -5.038  1.983  -0.316
O  -3.891  2.629  -0.865
O  -4.109  -0.213  -0.123
H  -5.602  0.545  1.097
H  -4.042  1.216  1.444
H  -5.487  2.853  0.183
H  -5.849  1.688  -0.982
H  -3.300  2.960  -0.157
H  -3.191  -0.293  0.158
C  0.160  -2.110  3.666
O  0.283  -2.306  4.866
N  -0.838  -2.665  2.921
N  0.985  -1.297  2.957
H  -1.533  -3.251  3.344
H  -0.885  -2.470  1.940
H  0.957  -1.195  1.962
H  1.861  -1.188  3.449
C  3.213  -3.428  -1.184
O  4.398  -3.705  -1.102
N  2.467  -3.128  -0.093
N  2.533  -3.044  -2.311
H  1.505  -2.861  -0.210
H  2.931  -3.252  0.791
H  3.022  -2.971  -3.187
H  1.702  -2.491  -2.219
O  -2.204  3.223  1.154
H  -1.958  4.123  1.404
H  -1.751  2.659  1.791
O  -3.159  -3.014  -0.260
H  -3.541  -3.784  0.188
H  -3.730  -2.263  -0.009


Below is a 9-piece molecular cluster, H18O9 overall, with properties calculated with wB97M-V/def2-TZVPD.

Results
Charge: 0
Gap between HOMO and LUMO in eV: 10.221
ΔE to the lowest compared entry with this formula, charge and spin in kcal/mol: 122.4
SMILES: O.O.O.O.O.O.O.O.O
E_HOMO in eV: -10.52

Geometry (Å):
O  -19.221  -2.756  63.074
H  -18.923  -2.196  62.529
H  -18.687  -2.654  63.733
O  -15.911  -4.342  65.704
H  -15.292  -4.328  66.486
H  -15.433  -3.973  64.989
O  -14.071  -3.045  63.973
H  -13.316  -3.095  64.413
H  -13.949  -3.744  63.305
O  -15.130  -0.661  64.657
H  -15.052  -0.944  65.579
H  -15.234  0.281  64.897
O  -17.732  -0.259  64.929
H  -17.982  -1.162  65.310
H  -16.859  -0.332  64.452
O  -13.162  -0.622  61.026
H  -12.682  -0.217  61.759
H  -14.043  -0.767  61.082
O  -15.619  -1.975  61.899
H  -15.499  -1.963  62.803
H  -16.279  -1.192  61.965
O  -16.020  -3.978  60.212
H  -15.916  -3.281  60.799
H  -16.505  -3.485  59.406
O  -18.436  -0.913  61.903
H  -18.755  -0.288  62.582
H  -18.268  -0.533  61.008


Below is one molecule with the formula C4H8O2, with properties calculated with wB97M-V/def2-TZVPD.

Results
Charge: 0
Gap between HOMO and LUMO in eV: 10.751
ΔE to the lowest compared entry with this formula, charge and spin in kcal/mol: 43.9
SMILES: C[C@H]1OC[C@H]1O
E_HOMO in eV: -9.85

Geometry (Å):
C  -1.071  -0.726  -1.039
C  -0.741  0.420  -0.092
O  -0.837  0.056  1.301
C  0.583  0.135  1.478
C  0.763  0.746  0.083
O  1.702  0.190  -0.791
H  -0.920  -1.687  -0.536
H  -2.112  -0.689  -1.373
H  -0.433  -0.687  -1.930
H  -1.372  1.293  -0.300
H  1.050  -0.857  1.577
H  0.864  0.751  2.339
H  0.966  1.819  0.101
H  1.559  -0.765  -0.819


Below is a 3-piece molecular cluster, C4H9NO overall, with properties calculated with wB97M-V/def2-TZVPD.

Results
Charge: 0
Gap between HOMO and LUMO (alpha / beta) in eV: 8.851 / 8.852
ΔE to the lowest compared entry with this formula, charge and spin in kcal/mol: 158.1
E_HOMO (alpha / beta) in eV: -9.05 / -9.05

Geometry (Å):
C  0.850  -0.024  1.210
C  0.526  -0.832  0.051
O  -0.451  -1.670  0.213
C  0.122  0.597  -0.666
C  -1.085  0.480  -1.526
N  -1.122  1.244  -0.294
H  0.636  -1.560  2.220
H  1.810  0.484  1.317
H  0.011  0.377  1.769
H  1.419  -1.147  -0.526
H  0.096  -1.926  1.689
H  0.955  1.193  -1.033
H  -1.611  -0.469  -1.479
H  -1.083  1.007  -2.479
H  -1.072  2.245  -0.466


Below is C31H71N9O14SY as an isolated structure, with properties calculated with wB97M-V/def2-TZVPD.

Results
Charge: +1
Gap between HOMO and LUMO in eV: 1.773
E_HOMO in eV: -10.26

Geometry (Å):
Y  -3.003  -1.734  5.193
S  -1.264  0.058  0.692
O  -0.664  -0.733  1.768
O  -0.863  1.446  0.662
O  -1.200  -0.590  -0.579
O  -2.555  -0.008  1.361
C  2.123  2.331  7.732
O  1.154  1.594  7.525
N  3.066  2.167  8.670
C  4.187  3.134  8.764
C  3.087  1.003  9.570
H  2.333  3.207  7.099
H  5.057  2.586  8.402
H  4.344  3.483  9.784
H  4.059  3.927  8.027
H  3.745  0.225  9.182
H  3.452  1.258  10.565
H  2.121  0.508  9.672
C  -9.362  -2.178  2.587
O  -8.340  -1.912  3.144
N  -9.856  -1.489  1.564
C  -10.877  -2.118  0.711
C  -9.264  -0.259  1.092
H  -9.972  -3.069  2.804
H  -10.548  -3.066  0.286
H  -11.385  -1.448  0.018
H  -11.724  -2.316  1.368
H  -9.993  0.511  0.839
H  -8.513  0.168  1.757
H  -8.831  -0.405  0.102
C  -2.538  -7.406  0.911
O  -2.841  -6.377  1.484
N  -3.052  -7.695  -0.324
C  -2.865  -9.050  -0.899
C  -3.873  -6.768  -1.100
H  -1.885  -8.204  1.298
H  -3.885  -9.425  -0.988
H  -2.296  -9.737  -0.273
H  -2.443  -8.954  -1.900
H  -3.758  -5.794  -0.626
H  -3.645  -6.820  -2.165
H  -4.920  -7.073  -1.102
C  0.960  8.805  1.025
O  1.573  8.747  2.081
N  0.715  9.972  0.360
C  -0.243  9.946  -0.775
C  1.118  11.340  0.690
H  0.635  7.895  0.497
H  0.341  10.050  -1.689
H  -0.994  10.735  -0.735
H  -0.790  9.011  -0.893
H  1.788  11.178  1.534
H  1.671  11.850  -0.100
H  0.204  11.835  1.017
C  -6.081  6.061  0.052
O  -6.752  6.664  0.900
N  -6.280  6.146  -1.247
C  -5.521  5.378  -2.255
C  -7.507  6.739  -1.805
H  -5.319  5.325  0.351
H  -4.542  5.231  -1.800
H  -5.428  5.819  -3.247
H  -5.930  4.400  -2.509
H  -7.261  7.418  -2.621
H  -8.190  5.958  -2.140
H  -8.044  7.347  -1.076
C  -3.627  -0.223  -6.979
O  -4.288  -1.141  -7.411
N  -2.962  0.537  -7.792
C  -2.030  1.604  -7.345
C  -2.841  0.154  -9.228
H  -3.458  0.044  -5.925
H  -1.929  1.706  -6.264
H  -2.282  2.592  -7.731
H  -1.040  1.393  -7.749
H  -3.884  0.107  -9.542
H  -2.320  0.836  -9.900
H  -2.454  -0.864  -9.271
C  4.157  3.137  -3.879
O  4.566  4.245  -3.584
N  4.848  2.263  -4.646
C  4.602  0.833  -4.588
C  6.101  2.624  -5.281
H  3.173  2.733  -3.595
H  5.322  0.457  -3.861
H  4.826  0.293  -5.508
H  3.610  0.693  -4.158
H  6.952  2.366  -4.649
H  6.189  2.078  -6.220
H  6.098  3.672  -5.578
C  1.976  -6.642  -3.496
O  2.662  -7.255  -2.718
N  1.699  -7.079  -4.750
C  1.060  -6.216  -5.753
C  2.006  -8.453  -5.290
H  1.474  -5.685  -3.287
H  0.532  -5.409  -5.247
H  0.301  -6.722  -6.350
H  1.787  -5.718  -6.394
H  2.484  -8.367  -6.266
H  2.748  -9.026  -4.734
H  1.133  -9.089  -5.439
C  2.701  -5.703  7.459
O  1.890  -4.959  6.891
N  3.886  -6.037  6.881
C  4.776  -6.980  7.498
C  4.268  -5.650  5.520
H  2.640  -6.057  8.500
H  4.716  -7.882  6.888
H  4.477  -7.209  8.520
H  5.835  -6.736  7.586
H  5.317  -5.364  5.600
H  4.120  -6.485  4.835
H  3.692  -4.795  5.167
C  7.386  2.347  2.003
C  8.610  2.270  1.126
C  8.733  0.807  0.704
O  7.755  0.155  1.600
C  6.654  1.019  1.900
H  6.752  3.205  1.783
H  7.608  2.387  3.070
H  9.482  2.479  1.746
H  8.557  2.986  0.306
H  9.727  0.410  0.907
H  8.574  0.754  -0.373
H  6.158  0.760  2.835
H  5.854  0.972  1.161


Below is a 10-piece molecular cluster, C27H70N2O12S overall, with properties calculated with wB97M-V/def2-TZVPD.

Results
Charge: 0
Gap between HOMO and LUMO in eV: 8.397
E_HOMO in eV: -7.89

Geometry (Å):
N  4.092  -3.169  1.914
C  4.479  -1.791  1.664
O  4.678  -1.702  0.255
S  4.561  -0.204  -0.401
O  5.553  0.609  0.252
O  3.146  0.293  0.218
C  2.029  -0.531  -0.215
C  0.758  -0.224  0.582
C  0.191  -1.351  1.458
C  0.037  -1.079  2.962
N  1.177  -0.563  3.693
C  1.947  -1.326  4.510
C  2.925  -0.557  5.048
C  2.751  0.759  4.545
C  1.663  0.712  3.735
H  4.184  -3.372  2.897
H  4.671  -3.801  1.377
H  5.376  -1.505  2.210
H  3.673  -1.140  1.982
H  1.848  -0.293  -1.261
H  2.259  -1.592  -0.168
H  0.867  0.716  1.111
H  -0.002  -0.058  -0.175
H  -0.824  -1.527  1.109
H  0.721  -2.289  1.310
H  -0.182  -2.030  3.438
H  -0.837  -0.459  3.144
H  1.797  -2.370  4.711
H  3.695  -0.875  5.726
H  3.336  1.640  4.735
H  1.184  1.488  3.169
C  4.664  -5.150  -2.451
C  3.601  -4.066  -2.481
O  3.047  -3.839  -1.193
H  4.245  -6.079  -2.063
H  5.067  -5.336  -3.448
H  5.488  -4.859  -1.796
H  2.771  -4.363  -3.123
H  4.019  -3.132  -2.875
H  3.762  -3.556  -0.610
C  -4.077  1.837  -1.079
C  -2.963  1.423  -0.143
O  -2.136  0.405  -0.710
H  -4.716  0.986  -1.327
H  -4.685  2.620  -0.632
H  -3.660  2.218  -2.017
H  -3.364  1.025  0.788
H  -2.334  2.286  0.099
H  -1.762  0.765  -1.522
C  6.517  4.156  6.822
C  5.857  3.925  5.476
O  4.627  3.215  5.599
H  6.700  3.204  7.322
H  7.467  4.679  6.709
H  5.873  4.752  7.472
H  6.493  3.316  4.836
H  5.681  4.880  4.969
H  4.035  3.736  6.150
C  -4.280  -3.104  -2.123
C  -5.267  -1.956  -2.184
O  -5.849  -1.686  -0.910
H  -4.770  -4.008  -1.761
H  -3.852  -3.309  -3.105
H  -3.464  -2.873  -1.434
H  -6.092  -2.189  -2.855
H  -4.772  -1.051  -2.553
H  -5.130  -1.462  -0.309
C  -5.591  6.437  -0.615
C  -4.469  5.940  0.279
O  -3.739  4.876  -0.322
H  -6.275  5.621  -0.851
H  -6.153  7.236  -0.130
H  -5.190  6.816  -1.557
H  -4.871  5.546  1.212
H  -3.786  6.761  0.524
H  -3.355  5.199  -1.149
C  -2.189  6.289  -5.240
C  -1.887  6.276  -3.756
O  -2.997  5.783  -2.995
H  -3.067  6.903  -5.443
H  -1.346  6.686  -5.805
H  -2.399  5.280  -5.602
H  -1.695  7.283  -3.391
H  -1.001  5.664  -3.553
H  -3.188  4.888  -3.300
C  0.635  -7.077  -4.878
C  -0.391  -5.959  -4.901
O  -0.940  -5.708  -3.608
H  0.196  -7.998  -4.493
H  1.037  -7.272  -5.873
H  1.463  -6.809  -4.217
H  -1.233  -6.215  -5.542
H  0.064  -5.041  -5.290
H  -0.218  -5.471  -3.017
C  0.853  3.884  -0.092
C  0.940  3.592  -1.577
O  -0.304  3.119  -2.097
H  0.550  2.988  0.451
H  1.814  4.220  0.298
H  0.108  4.659  0.107
H  1.668  2.805  -1.770
H  1.251  4.486  -2.128
H  -0.965  3.803  -1.943
C  -4.063  -5.473  1.085
C  -2.989  -5.113  2.093
O  -2.839  -3.698  2.191
H  -3.811  -5.049  0.114
H  -4.168  -6.554  0.983
H  -5.028  -5.059  1.386
H  -2.022  -5.502  1.778
H  -3.220  -5.530  3.078
H  -3.680  -3.331  2.481


Below is a 2-piece molecular cluster, C3H11N3 overall, with properties calculated with wB97M-V/def2-TZVPD.

Results
Charge: +1
2S+1: 2
Gap between HOMO and LUMO (alpha / beta) in eV: 8.971 / 5.483
ΔE to the lowest compared entry with this formula, charge and spin in kcal/mol: 0.0
E_HOMO (alpha / beta) in eV: -12.64 / -12.63

Geometry (Å):
C  2.256  -1.407  -0.871
C  1.412  -0.941  -1.889
N  0.114  -0.885  -1.808
H  1.895  -1.838  0.046
H  3.330  -1.345  -1.036
H  1.826  -0.786  -2.871
H  -0.470  -0.784  -0.955
H  -0.369  -0.522  -2.623
N  -0.481  -0.094  0.949
C  -1.529  0.938  0.921
N  -1.477  2.008  1.888
H  -0.790  -0.827  1.577
H  0.427  0.229  1.263
H  -2.478  0.407  1.003
H  -1.569  1.417  -0.061
H  -0.804  2.716  1.631
H  -1.293  1.715  2.838


Below is one molecule with the formula C4H8O2, with properties calculated with wB97M-V/def2-TZVPD.

Results
Charge: 0
Gap between HOMO and LUMO in eV: 10.005
ΔE to the lowest compared entry with this formula, charge and spin in kcal/mol: 64.6
E_HOMO in eV: -9.03

Geometry (Å):
C  -2.145  -0.215  -0.450
C  -1.267  0.342  0.653
C  0.863  1.254  0.383
O  0.114  0.155  0.308
O  2.108  0.936  0.090
C  2.494  -0.410  -0.241
H  -3.196  -0.176  -0.147
H  -2.030  0.363  -1.372
H  -1.889  -1.258  -0.660
H  -1.431  1.410  0.818
H  -1.431  -0.191  1.595
H  3.582  -0.395  -0.305
H  2.166  -1.111  0.529
H  2.063  -0.704  -1.201


Respective E values: -607.3401 -434.8652 -567.9602 -1227.2950 -1601.6877 -687.8308 -307.6424 -287.5804 -3205.7306 -2481.1815 -284.8583 -307.6095 Ha.
Respective max |F| values: 4.00 3.43 4.84 0.78 2.80 11.77 0.37 0.32 5.30 0.99 1.64 0.53 eV/Å.